[1]
Molecular formula: C4H3NO3
Method: DFT, the ωB97M-V functional and the def2-TZVPD basis

HOMO level: -0.3678 Eh
Charge: 0
Spin multiplicity: 1
Total energy: -11826.3863 eV

Cartesian coordinates (Å):
O: -0.81438 -1.82904 -0.94506
O: 2.03317 -0.04369 1.51537
O: 0.25840 1.40534 -0.12546
N: 0.52784 0.05374 -0.36123
C: 1.47580 -0.60213 0.63890
C: -1.76658 0.26387 -0.28316
C: -1.11790 1.46716 -0.09588
C: -0.73643 -0.70500 -0.49316
H: -2.84845 0.10223 -0.26398
H: 1.44613 -1.71475 0.34802
H: -1.23946 2.43200 0.28559

[2]
Molecular formula: C4H3NOS
Method: DFT, the ωB97M-V functional and the def2-TZVPD basis

HOMO level: -0.3435 Eh
Charge: 0
Spin multiplicity: 1
Total energy: -18565.8189 eV

Cartesian coordinates (Å):
S: -0.18107 1.70586 0.67559
O: 1.55801 -1.15662 1.79988
N: -0.13724 -1.41601 0.25143
C: -0.55083 -0.71149 -0.71859
C: -0.17557 0.70333 -0.94516
C: 0.55071 -0.71873 1.31843
C: 0.14049 0.74950 1.94938
H: -0.84484 1.23154 -1.61471
H: 0.85565 0.80065 -1.28485
H: -1.21531 -1.18804 -1.43139

[3]
Molecular formula: C4H3NOS2
Method: DFT, the ωB97M-V functional and the def2-TZVPD basis

HOMO level: -0.3747 Eh
Charge: 0
Spin multiplicity: 1
Total energy: -29403.4249 eV

Cartesian coordinates (Å):
S: -1.76934 -0.88398 0.40648
S: 0.58832 1.51420 -1.32502
O: -0.42580 2.03662 1.19886
N: 1.80770 -1.34467 1.74458
C: 0.35334 -0.30472 -1.28961
C: 0.92857 -0.86882 1.13709
C: -0.00657 1.29466 0.34833
C: -0.08787 -0.24852 0.20196
H: 1.25508 -0.85253 -1.51700
H: -2.13880 0.26702 0.98970
H: -0.50463 -0.60926 -1.89537

[4]
Molecular formula: C4H3NS
Method: DFT, the ωB97M-V functional and the def2-TZVPD basis

HOMO level: -0.3137 Eh
Charge: 0
Spin multiplicity: 1
Total energy: -16515.9444 eV

Cartesian coordinates (Å):
S: -0.85087 2.71716 0.32332
N: 0.60115 -1.41796 -1.93046
C: 0.16638 -0.44152 -1.35671
C: -0.07499 1.04510 0.76796
C: -0.20744 0.55921 -0.65173
C: -0.71698 2.14673 -1.27131
H: 0.95081 1.20090 0.93222
H: 0.59410 -2.22405 -2.49218
H: -0.45984 0.40651 1.46836